Record 1
{"formula": "C38H42Ge2N3SY", "method": "wB97M-V/def2-TZVPD", "symbols": ["Y", "S", "C", "N", "C", "C", "N", "H", "H", "H", "H", "H", "H", "C", "Ge", "C", "C", "C", "C", "C", "C", "C", "C", "C", "C", "C", "C", "C", "C", "C", "C", "C", "C", "H", "H", "H", "H", "H", "H", "H", "H", "H", "H", "H", "H", "H", "H", "H", "H", "C", "C", "C", "C", "N", "H", "H", "H", "H", "H", "H", "H", "H", "H", "Ge", "C", "C", "C", "C", "C", "C", "C", "C", "C", "C", "C", "C", "H", "H", "H", "H", "H", "H", "H", "H", "H", "H", "H"], "positions_angstrom": [[-0.0962, 0.3949, 0.5742], [-1.5053, 3.1995, 0.1335], [-0.6998, 4.6354, 0.4155], [-0.5838, 5.6469, -0.4596], [0.0780, 6.8093, 0.1190], [0.7230, 6.2014, 1.3754], [-0.0538, 4.9786, 1.5432], [-1.1441, 5.6655, -1.2929], [-0.6400, 7.5929, 0.3721], [0.8200, 7.2180, -0.5637], [0.6235, 6.8532, 2.2410], [1.7804, 5.9755, 1.2168], [0.1923, 4.2610, 2.2024], [-2.4019, 0.2347, 0.1192], [-3.1132, -1.5022, -0.2950], [-5.0678, -1.7100, -0.1616], [-5.6260, -2.9740, 0.0255], [-7.0017, -3.1390, 0.1115], [-7.8405, -2.0368, 0.0186], [-7.2984, -0.7717, -0.1602], [-5.9218, -0.6137, -0.2506], [-2.5309, -2.1265, -2.0731], [-3.4160, -2.8041, -2.9102], [-3.0104, -3.2556, -4.1598], [-1.7100, -3.0312, -4.5913], [-0.8188, -2.3563, -3.7700], [-1.2300, -1.9098, -2.5214], [-2.4029, -2.7895, 1.0211], [-2.3241, -2.4305, 2.3673], [-1.9270, -3.3486, 3.3303], [-1.6170, -4.6503, 2.9586], [-1.6928, -5.0229, 1.6244], [-2.0732, -4.0947, 0.6631], [-3.1803, 1.0001, 0.1152], [-4.9790, -3.8402, 0.1184], [-7.4188, -4.1278, 0.2573], [-8.9134, -2.1633, 0.0894], [-7.9477, 0.0923, -0.2285], [-5.5098, 0.3798, -0.3919], [-4.4371, -2.9750, -2.5881], [-3.7113, -3.7789, -4.7981], [-1.3925, -3.3810, -5.5654], [0.1967, -2.1758, -4.1006], [-0.5074, -1.4057, -1.8860], [-2.5976, -1.4240, 2.6718], [-1.8706, -3.0539, 4.3711], [-1.3154, -5.3717, 3.7077], [-1.4455, -6.0357, 1.3302], [-2.1160, -4.3928, -0.3797], [2.8090, -1.9697, 2.1865], [2.0428, -2.2799, 0.8908], [1.5020, -3.7203, 0.9506], [2.9759, -2.1338, -0.3234], [0.9209, -1.4242, 0.7520], [3.6684, -2.6347, 2.2993], [2.1497, -2.0974, 3.0463], [3.1749, -0.9406, 2.1745], [2.3378, -4.4176, 1.0378], [0.9407, -3.9527, 0.0454], [0.8455, -3.8420, 1.8104], [3.8493, -2.7819, -0.2240], [3.3172, -1.0998, -0.4087], [2.4426, -2.3947, -1.2385], [2.0652, 2.3739, -0.0502], [3.3637, 2.5303, 1.4588], [3.1669, 3.5153, 2.4287], [3.9865, 3.6276, 3.5431], [5.0441, 2.7455, 3.7145], [5.2625, 1.7573, 2.7659], [4.4287, 1.6502, 1.6599], [3.0881, 2.2517, -1.7514], [2.6631, 3.0269, -2.8319], [3.2902, 2.9540, -4.0679], [4.3697, 2.1007, -4.2503], [4.8087, 1.3231, -3.1890], [4.1690, 1.3956, -1.9578], [1.6163, 3.8640, -0.1328], [2.3595, 4.2303, 2.2983], [3.8065, 4.4072, 4.2739], [5.6917, 2.8293, 4.5776], [6.0851, 1.0632, 2.8895], [4.6181, 0.8551, 0.9483], [1.8266, 3.7067, -2.7019], [2.9386, 3.5670, -4.8890], [4.8653, 2.0426, -5.2111], [5.6518, 0.6553, -3.3187], [4.5332, 0.7710, -1.1515]], "e_tot_ev": -169464.308}

Record 2
{"formula": "C4H12N2", "method": "wB97M-V/def2-TZVPD", "symbols": ["C", "C", "C", "C", "N", "N", "H", "H", "H", "H", "H", "H", "H", "H", "H", "H", "H", "H"], "positions_angstrom": [[2.2623, 0.2670, -0.4899], [-0.9730, -1.6355, -0.1306], [-1.6377, -0.9676, 0.9594], [-0.5696, 1.0506, 0.2884], [-1.9155, 0.5406, 0.5018], [1.9493, 1.6496, -0.4622], [2.5100, -0.1417, 0.4780], [1.3954, -0.3276, -0.9334], [-1.5231, -1.7994, -1.0632], [-0.0565, -2.1822, 0.0035], [-1.0505, -0.8038, 1.8514], [-2.6416, -1.3081, 1.2156], [-0.5345, 2.0514, -0.1220], [-0.0445, 1.0927, 1.2552], [-0.0060, 0.2925, -0.2416], [-2.1711, 0.2628, -0.4258], [1.9657, 1.9034, -1.4493], [3.0409, 0.0553, -1.2353]], "e_tot_ev": -7315.430}

Record 3
{"formula": "C52H48BeGeN3O2SSb", "method": "wB97M-V/def2-TZVPD", "symbols": ["Be", "C", "C", "C", "C", "N", "C", "C", "C", "C", "C", "C", "C", "H", "H", "H", "H", "H", "H", "H", "H", "O", "C", "O", "C", "C", "Ge", "C", "C", "C", "C", "C", "C", "C", "C", "C", "C", "C", "C", "C", "C", "C", "C", "C", "C", "H", "H", "H", "H", "H", "H", "H", "H", "H", "H", "H", "H", "H", "H", "H", "H", "H", "H", "H", "C", "C", "C", "C", "C", "C", "Sb", "C", "C", "C", "C", "C", "C", "C", "C", "C", "C", "C", "C", "H", "H", "H", "H", "H", "H", "H", "H", "H", "H", "H", "H", "H", "H", "H", "C", "N", "C", "N", "S", "H", "H", "H", "H", "H", "H"], "positions_angstrom": [[-3.4939, -0.2915, 0.3630], [-2.8838, 0.8019, 4.2792], [-3.4804, -0.2519, 4.9267], [-4.1214, -1.2150, 4.1823], [-4.0781, -1.1446, 2.7798], [-3.4043, -0.1450, 2.1653], [-2.8244, 0.8091, 2.8853], [-4.7320, -2.1149, 1.8690], [-5.6181, -3.0814, 2.2505], [-6.1684, -3.8764, 1.2718], [-5.6919, -3.7691, -0.0090], [-4.9078, -2.6575, -0.4265], [-4.4582, -1.7902, 0.5016], [-2.5203, 1.6936, 4.8463], [-3.4809, -0.3336, 6.0156], [-4.7023, -2.0052, 4.6284], [-2.2789, 1.6089, 2.3524], [-5.8991, -3.2606, 3.3290], [-6.9633, -4.6028, 1.5432], [-5.9520, -4.5404, -0.7426], [-4.7309, -2.4946, -1.5150], [0.0249, -0.8897, -0.8052], [-1.1417, -0.6193, -1.0907], [-2.0469, -0.2602, -0.2371], [-1.6908, -0.7142, -2.5554], [-0.6014, -1.2845, -3.4446], [1.3136, -0.8472, -3.0481], [1.2247, 1.0562, -2.5555], [0.2795, 1.8500, -3.2624], [0.1281, 3.1954, -2.9745], [1.0100, 3.7786, -2.0672], [1.8729, 3.0256, -1.3075], [1.9761, 1.6377, -1.5502], [2.3603, -2.2883, -2.2404], [3.0212, -2.1403, -1.0196], [3.9159, -3.0742, -0.5509], [4.3278, -4.1071, -1.4021], [3.6508, -4.3181, -2.5804], [2.6452, -3.4351, -2.9562], [2.1467, -0.8925, -4.8487], [3.5491, -0.9899, -4.8838], [4.2401, -0.6661, -6.0349], [3.5924, -0.3232, -7.2176], [2.1982, -0.3333, -7.2391], [1.4899, -0.5945, -6.0692], [-2.0458, 0.3058, -2.7918], [-2.5919, -1.3765, -2.5392], [-0.6663, -1.0571, -4.4889], [-0.5485, -2.3757, -3.4420], [-0.2381, 1.4503, -4.1043], [-0.6460, 3.7812, -3.4446], [0.9624, 4.8744, -1.9084], [2.4911, 3.5333, -0.5656], [2.6330, 1.0084, -0.9387], [2.8566, -1.2138, -0.4561], [4.2756, -3.0072, 0.4963], [5.0476, -4.8787, -1.0712], [3.8365, -5.1909, -3.2120], [2.1719, -3.6337, -3.9155], [4.1724, -1.2095, -4.0025], [5.3404, -0.6264, -5.9476], [4.1564, 0.0122, -8.0484], [1.6630, -0.2150, -8.1729], [0.4129, -0.4390, -6.0928], [6.3347, 1.4910, 1.1629], [5.6016, 2.6240, 1.3745], [4.2906, 2.5032, 1.8237], [3.6785, 1.2805, 1.8538], [4.4478, 0.1238, 1.6871], [5.7711, 0.2444, 1.2724], [1.4487, 1.0868, 2.0017], [1.0785, 2.7147, 3.4602], [2.0541, 2.9407, 4.4056], [2.0109, 4.0974, 5.2321], [0.9686, 5.0159, 5.0649], [0.0191, 4.7864, 4.1158], [0.0155, 3.6162, 3.3520], [1.3753, -0.7531, 3.1313], [1.3182, -1.9771, 2.4566], [1.3283, -3.1834, 3.1733], [1.4557, -3.1710, 4.5535], [1.4615, -1.9332, 5.2167], [1.4779, -0.7398, 4.5193], [7.3902, 1.5300, 0.8906], [6.0441, 3.6120, 1.2916], [3.7480, 3.4504, 1.9361], [4.0449, -0.8876, 1.8297], [6.3928, -0.6474, 1.0859], [2.8962, 2.2686, 4.5271], [2.8225, 4.3301, 5.9257], [0.9328, 5.9264, 5.6490], [-0.8628, 5.4649, 4.0813], [-0.7425, 3.4522, 2.5930], [1.1799, -1.9761, 1.3478], [1.2466, -4.1214, 2.6408], [1.5504, -4.0944, 5.0468], [1.4763, -1.8724, 6.3275], [1.5132, 0.1940, 5.1043], [-7.6320, 1.2131, -1.8750], [-6.3385, 1.6148, -2.3759], [-5.2147, 1.6863, -1.6392], [-4.2150, 2.4657, -2.1041], [-5.0566, 1.0108, -0.0994], [-7.9373, 0.2439, -2.3494], [-8.3768, 2.0057, -1.9660], [-7.4912, 1.0156, -0.7989], [-6.1790, 1.8164, -3.3531], [-4.2550, 3.0229, -3.0099], [-3.4524, 2.6617, -1.4725]], "e_tot_ev": -137559.359}

Record 4
{"formula": "C3H11NO2", "method": "wB97M-V/def2-TZVPD", "symbols": ["C", "C", "C", "O", "N", "H", "H", "H", "H", "H", "H", "H", "H", "H", "H", "H", "O"], "positions_angstrom": [[1.3520, 0.4488, -0.7551], [-0.0910, 0.5995, -0.1521], [-0.4355, -0.4016, 0.9445], [-0.1115, 1.9449, 0.2368], [1.3360, 1.3786, -1.8707], [1.5872, -0.5720, -1.0412], [1.9504, 0.7054, 0.1286], [-0.8576, 0.6019, -0.9689], [-1.4945, -0.5203, 1.1289], [-0.0519, 0.0399, 1.8770], [-0.0073, -1.3794, 0.7440], [0.4869, 2.3183, -0.4954], [0.6346, 1.0756, -2.5494], [2.1398, 1.2906, -2.4933], [-2.0163, -2.7069, 0.9713], [-1.9270, -2.4034, 2.5334], [-2.4944, -2.4200, 1.7615]], "e_tot_ev": -8864.034, "total_charge": 1, "spin_multiplicity": 2}

In order of appearance, ΔE to the lowest compared entry with this formula, charge and spin = 77.1, 175.2, 31.3, 47.9 kcal per mole.